This record from OMol25 describes a 4-piece molecular cluster, C29H59FNO12PS3 overall. The level of theory is ωB97M-V/def2-TZVPD.

Last columns: bonded neighbours and bond lengths (Å).
CARTESIAN COORDINATES (ANGSTROEM)
1 C 4.5711 -4.0307 0.0306  C2 1.537, H27 1.078, H28 1.077, H29 1.082
2 C 4.4391 -3.5683 1.4901  C1 1.537, C3 1.542, H30 1.082, H31 1.080
3 C 5.5267 -2.5838 1.9644  C2 1.542, C4 1.539, H32 1.079, H33 1.082
4 C 4.9698 -1.2100 2.3773  C3 1.539, C5 1.526, H34 1.082, H35 1.082
5 C 5.4489 -0.0844 1.4644  C4 1.526, C6 1.536, H36 1.082, H37 1.080
6 C 5.0005 -0.3171 0.0140  C5 1.536, C7 1.542, H38 1.077, H39 1.081
7 C 4.1875 0.8030 -0.6664  C6 1.542, C8 1.515, H40 1.079, H41 1.081
8 C 3.3634 1.6979 0.2362  C7 1.515, C9 1.547, H42 1.082, H43 1.078
9 C 2.1985 1.0283 1.0026  C8 1.547, C10 1.530, H44 1.079, H45 1.082
10 C 1.7623 -0.3726 0.5693  C9 1.530, C11 1.547, H46 1.076, H47 1.079
11 C 0.5121 -0.5040 -0.3316  C10 1.547, C12 1.513, C16 1.549, C23 1.564
12 C 0.7297 -0.3723 -1.8227  C11 1.513, F13 1.387, C14 1.533, H48 1.077
13 F 1.7606 -1.2356 -2.1622  C12 1.387
14 C 1.0917 1.0411 -2.2933  C12 1.533, C15 1.525, H49 1.078, H50 1.080
15 C 1.9851 1.0445 -3.5297  C14 1.525, H51 1.078, H52 1.076, H53 1.079
16 C -0.6977 0.4079 -0.0085  C11 1.549, O17 1.200, O18 1.373
17 O -0.8323 1.5882 -0.1779  C16 1.200
18 O -1.7176 -0.3102 0.5648  C16 1.373, C19 1.423
19 C -1.0529 -1.4225 1.1531  O18 1.423, N20 1.448, C23 1.496, H54 1.091
20 N -1.9234 -2.4164 1.7451  C19 1.448, C21 1.229
21 C -1.5666 -2.9429 2.7969  N20 1.229, O22 1.208
22 O -1.2749 -3.5193 3.8175  C21 1.208
23 C -0.1291 -1.8736 0.0665  C11 1.564, C19 1.496, P24 1.882, H55 1.086
24 P -0.9109 -2.8387 -1.3473  C23 1.882, C25 1.852, C26 1.832
25 C 0.5274 -3.8634 -1.9044  P24 1.852, H56 1.073, H57 1.082, H58 1.079
26 C -2.0251 -4.0892 -0.6055  P24 1.832, H59 1.084, H60 1.077, H61 1.081
27 H 5.1534 -3.3374 -0.5551  C1 1.078
28 H 4.9510 -5.0321 -0.0804  C1 1.077
29 H 3.5883 -4.0214 -0.4226  C1 1.082
30 H 4.4600 -4.4557 2.1096  C2 1.082
31 H 3.4600 -3.1354 1.6331  C2 1.080
32 H 6.1189 -3.0107 2.7596  C3 1.079
33 H 6.1965 -2.4385 1.1274  C3 1.082
34 H 5.3592 -1.0094 3.3664  C4 1.082
35 H 3.8881 -1.2188 2.3976  C4 1.082
36 H 6.5295 -0.1338 1.4936  C5 1.082
37 H 5.1807 0.8829 1.8618  C5 1.080
38 H 4.4627 -1.2461 -0.0750  C6 1.077
39 H 5.8890 -0.4658 -0.5831  C6 1.081
40 H 3.5365 0.3411 -1.3917  C7 1.079
41 H 4.8715 1.4344 -1.2160  C7 1.081
42 H 2.9598 2.4943 -0.3753  C8 1.082
43 H 3.9820 2.2124 0.9543  C8 1.078
44 H 1.3580 1.7045 1.0040  C9 1.079
45 H 2.4943 0.9612 2.0410  C9 1.082
46 H 1.5075 -0.9051 1.4692  C10 1.076
47 H 2.5331 -0.9556 0.0895  C10 1.079
48 H -0.1505 -0.6609 -2.3712  C12 1.077
49 H 1.4639 1.6615 -1.4946  C14 1.078
50 H 0.1604 1.4914 -2.6021  C14 1.080
51 H 1.7272 0.2072 -4.1580  C15 1.078
52 H 3.0357 1.0480 -3.2974  C15 1.076
53 H 1.7437 1.9244 -4.1063  C15 1.079
54 H -0.4912 -0.9684 1.9708  C19 1.091
55 H 0.5437 -2.6097 0.4954  C23 1.086
56 H 0.9175 -3.5232 -2.8442  C25 1.073
57 H 1.2902 -3.8631 -1.1365  C25 1.082
58 H 0.1829 -4.8837 -1.9755  C25 1.079
59 H -1.6239 -4.6319 0.2428  C26 1.084
60 H -2.9221 -3.5930 -0.2746  C26 1.077
61 H -2.3147 -4.7923 -1.3739  C26 1.081
62 C 4.1287 -9.5536 -4.1449  C63 1.516, H69 1.089, H70 1.090, H71 1.090
63 C 5.0951 -9.1181 -3.0608  C62 1.516, O64 1.443, H72 1.091, H73 1.088
64 O 6.0658 -8.1580 -3.5283  C63 1.443, S65 1.590
65 S 5.5753 -6.6661 -3.7792  O64 1.590, C66 1.759, O67 1.430, O68 1.428
66 C 7.1650 -5.9372 -3.9699  S65 1.759, H74 1.086, H75 1.087, H76 1.086
67 O 4.9610 -6.1789 -2.5832  S65 1.430
68 O 4.8825 -6.5989 -5.0265  S65 1.428
69 H 3.4940 -8.7300 -4.4672  C62 1.089
70 H 3.4864 -10.3520 -3.7731  C62 1.090
71 H 4.6707 -9.9120 -5.0195  C62 1.090
72 H 4.5679 -8.7126 -2.1957  C63 1.091
73 H 5.6779 -9.9701 -2.7178  C63 1.088
74 H 7.7045 -6.0132 -3.0303  C66 1.086
75 H 7.0056 -4.8946 -4.2344  C66 1.087
76 H 7.6918 -6.4507 -4.7692  C66 1.086
77 C -1.9622 4.5003 0.6363  C78 1.514, H84 1.089, H85 1.087, H86 1.091
78 C -3.1735 3.6880 1.0427  C77 1.514, O79 1.448, H87 1.091, H88 1.087
79 O -3.9372 4.3061 2.1065  C78 1.448, S80 1.587
80 S -4.8297 5.5691 1.7513  O79 1.587, C81 1.761, O82 1.432, O83 1.430
81 C -5.7287 5.6468 3.2630  S80 1.761, H89 1.086, H90 1.089, H91 1.086
82 O -5.7228 5.2245 0.6857  S80 1.432
83 O -3.9930 6.7255 1.6618  S80 1.430
84 H -2.2492 5.4491 0.1845  C77 1.089
85 H -1.3713 3.9440 -0.0863  C77 1.087
86 H -1.3425 4.7266 1.5047  C77 1.091
87 H -3.8263 3.4924 0.1908  C78 1.091
88 H -2.8579 2.7247 1.4357  C78 1.087
89 H -6.3460 4.7576 3.3535  C81 1.086
90 H -6.3551 6.5373 3.2273  C81 1.089
91 H -5.0257 5.7200 4.0879  C81 1.086
92 C -12.1961 7.5459 2.8154  C93 1.516, H99 1.089, H100 1.090, H101 1.090
93 C -10.9719 6.7132 2.4882  C92 1.516, O94 1.443, H102 1.091, H103 1.088
94 O -10.0323 7.4075 1.6420  C93 1.443, S95 1.589
95 S -9.1511 8.5590 2.2925  O94 1.589, C96 1.759, O97 1.433, O98 1.428
96 C -8.0287 8.7722 0.9545  S95 1.759, H104 1.088, H105 1.087, H106 1.086
97 O -8.4484 8.0204 3.4199  S95 1.433
98 O -9.9403 9.7439 2.4101  S95 1.428
99 H -11.9390 8.4098 3.4259  C92 1.089
100 H -12.9199 6.9446 3.3657  C92 1.090
101 H -12.6623 7.9159 1.9028  C92 1.090
102 H -10.4666 6.3738 3.3940  C93 1.091
103 H -11.2629 5.8286 1.9262  C93 1.088
104 H -7.4420 7.8650 0.8282  C96 1.088
105 H -7.3809 9.6083 1.2074  C96 1.087
106 H -8.5952 8.9988 0.0559  C96 1.086

Electronic energy (eV): -101600.077
LUMO energy (eV): 0.325
Orbital gap (Eh): 0.3209
E_HOMO (eV): -8.406
Net charge: 0
SMILES: CCCCCCCCCC[C@]1([C@H](F)CC)C(=O)O[C@@H](N=C=O)[C@H]1P(C)C.CCOS(C)(=O)=O.CCOS(C)(=O)=O.CCOS(C)(=O)=O